Computed, not measured: 5 unconnected molecules or ions with the total composition C38H82N4O5 at a distorted geometry, with ωB97M-V with the def2-TZVPD basis set.

Cartesian coordinates (Å):
C  2.7439  0.3729  1.3285
C  1.2879  0.4039  1.9215
O  1.3563  1.6326  2.6517
H  2.7890  1.1599  0.6133
H  2.9337  -0.6037  0.8174
H  3.4791  0.5289  2.0414
H  1.0309  -0.4511  2.5835
H  0.5377  0.4175  1.1811
H  0.5559  1.6849  3.1503
C  4.6020  -1.2342  -5.0348
C  4.4578  -1.1537  -3.4457
C  5.2749  0.0582  -2.9288
C  4.6202  1.3798  -3.3495
C  3.3777  1.4970  -2.5616
C  2.3745  0.4269  -3.0567
N  2.9741  -0.9333  -3.1387
O  2.1548  -1.8587  -3.5692
C  1.8069  0.7867  -4.4260
C  1.3288  0.1423  -2.0371
C  4.9194  -2.4015  -2.9357
H  4.4178  -0.3498  -5.5927
H  4.0053  -1.9752  -5.5257
H  5.6584  -1.3355  -5.3051
H  6.3717  0.0200  -3.1586
H  5.2510  0.0771  -1.8189
H  4.3671  1.5836  -4.3503
H  5.2305  2.2650  -3.2977
H  2.9125  2.4305  -2.5840
H  3.5290  1.1817  -1.5621
H  2.5462  -2.2399  -4.3286
H  1.0637  1.5598  -4.3710
H  1.1173  0.0517  -4.7886
H  2.4450  1.1477  -5.2126
H  0.8899  1.0663  -1.6498
H  1.6852  -0.2558  -1.1041
H  0.5938  -0.5615  -2.2958
H  5.0397  -2.3057  -1.8767
H  5.9345  -2.5974  -3.2846
H  4.2559  -3.1945  -3.2494
C  -4.0678  2.0475  3.3144
C  -2.9615  1.7300  4.3348
C  -3.6055  1.5651  5.7050
C  -4.3597  0.2654  5.8177
C  -3.3672  -0.8953  5.5469
C  -2.7131  -0.8734  4.1956
N  -2.2615  0.5110  3.7624
O  -1.5836  0.5566  2.6803
C  -3.6039  -1.4601  3.1053
C  -1.4357  -1.7554  4.2593
C  -2.0160  2.9512  4.3998
H  -4.7014  2.9128  3.6429
H  -4.7787  1.2701  3.1383
H  -3.6441  2.4207  2.4097
H  -4.2912  2.4398  5.8254
H  -2.8103  1.5969  6.3460
H  -5.1125  0.2696  5.0862
H  -4.8357  0.0856  6.7494
H  -4.1211  -1.7038  5.5338
H  -2.6179  -0.9051  6.3019
H  -1.8718  1.2754  2.2139
H  -4.1496  -2.2499  3.5536
H  -3.1809  -1.7852  2.1314
H  -4.4341  -0.8426  2.8693
H  -0.9080  -1.9941  3.3677
H  -1.5903  -2.6936  4.6784
H  -0.5765  -1.3124  4.8222
H  -2.4541  3.8902  4.7448
H  -1.6263  3.2381  3.3964
H  -1.1517  2.7070  5.0913
C  2.0211  -3.3453  -0.1370
C  0.9758  -4.4089  -0.6571
C  0.4988  -5.4376  0.4203
C  -0.3407  -4.8196  1.4234
C  -1.6694  -4.3663  0.8013
C  -1.2135  -3.1625  -0.1036
N  -0.2541  -3.6997  -1.1228
O  -0.1450  -3.0120  -2.1674
C  -0.6765  -1.9027  0.5285
C  -2.4791  -2.6069  -0.8144
C  1.5817  -5.1802  -1.8368
H  1.9780  -2.4409  -0.7104
H  2.9843  -3.7499  -0.0998
H  1.9628  -3.0244  0.8134
H  1.4156  -5.8857  0.9257
H  0.0412  -6.2038  -0.1344
H  0.1364  -4.0588  2.0483
H  -0.6256  -5.5591  2.1440
H  -2.3107  -4.0893  1.5499
H  -2.2033  -5.1117  0.1809
H  0.6930  -2.5556  -2.1844
H  0.0394  -2.0944  1.3318
H  -1.4209  -1.2447  0.9274
H  -0.2166  -1.3140  -0.2231
H  -2.3132  -1.7255  -1.4231
H  -3.3214  -2.4249  -0.1688
H  -2.7660  -3.4144  -1.4949
H  2.2133  -6.0164  -1.5124
H  2.0533  -4.4858  -2.4495
H  0.8249  -5.5720  -2.5331
C  -3.3309  3.2062  -0.8774
C  -2.0493  2.5655  -1.3729
C  -1.6842  2.8359  -2.9149
C  -1.0152  4.1856  -3.0653
C  0.3229  4.1346  -2.3251
C  0.1525  4.0209  -0.8115
N  -0.8960  2.9544  -0.4844
O  -1.0295  2.7157  0.7248
C  -0.3017  5.3366  -0.2133
C  1.4918  3.5937  -0.2072
C  -2.1755  1.0337  -1.2679
H  -3.2200  4.3165  -0.6857
H  -3.6970  2.6771  0.0631
H  -4.0191  3.1885  -1.5931
H  -2.5912  2.8367  -3.4488
H  -1.0671  2.0306  -3.3112
H  -1.8026  4.9381  -2.6563
H  -0.8572  4.4215  -4.1222
H  0.9852  4.9464  -2.7251
H  0.8703  3.2989  -2.7263
H  -0.1004  2.6904  1.0732
H  -1.3305  5.6437  -0.5099
H  0.4506  6.1757  -0.3662
H  -0.4448  5.2665  0.8603
H  1.4971  3.7861  0.8766
H  2.3859  3.9679  -0.7568
H  1.5134  2.6063  -0.5418
H  -2.9901  0.5853  -1.7622
H  -2.4403  0.7072  -0.2399
H  -1.1789  0.5615  -1.4071

Summary:
- DFT total energy (eV) = -56921.604
- largest force on an atom (hartree/bohr) = 0.2325
- SMILES string = CC1(C)CCCC(C)(C)N1O.CC1(C)CCCC(C)(C)N1O.CC1(C)CCCC(C)(C)N1O.CC1(C)CCCC(C)(C)N1O.CCO

Here are the Löwdin charges for atoms 1 to 99, given in e: C -0.040; C -0.266; O -0.081; H 0.032; H 0.077; H 0.049; H 0.111; H 0.062; H 0.045; C -0.012; C -0.472; C -0.092; C -0.183; C -0.126; C -0.443; N -0.147; O -0.002; C -0.007; C -0.043; C -0.054; H 0.054; H 0.068; H 0.089; H 0.136; H 0.125; H 0.085; H 0.112; H 0.090; H 0.094; H 0.076; H 0.059; H 0.082; H 0.076; H 0.074; H 0.062; H 0.060; H 0.088; H 0.102; H 0.089; C -0.031; C -0.461; C -0.142; C -0.156; C -0.113; C -0.442; N -0.158; O 0.021; C -0.016; C -0.024; C -0.027; H 0.104; H 0.063; H 0.050; H 0.139; H 0.085; H 0.089; H 0.103; H 0.127; H 0.114; H 0.027; H 0.068; H 0.075; H 0.060; H 0.035; H 0.060; H 0.104; H 0.084; H 0.075; H 0.107; C 0.004; C -0.407; C -0.150; C -0.212; C -0.079; C -0.430; N -0.196; O 0.011; C -0.051; C -0.031; C -0.022; H 0.057; H 0.070; H 0.025; H 0.146; H 0.104; H 0.112; H 0.104; H 0.071; H 0.136; H 0.050; H 0.060; H 0.054; H 0.055; H 0.059; H 0.074; H 0.088; H 0.095; H 0.032; H 0.099